{"formula": "C19H25N3O3", "method": "the ωB97M-V functional and the def2-TZVPD basis", "smiles": "CCOC(=O)N1CCC(NC(=O)Cc2cn(C)c3ccccc23)CC1", "gap_ev": 8.36, "molar_mass_da": 343.4, "spin_multiplicity": 1, "symbols": ["H", "H", "H", "C", "C", "C", "O", "H", "C", "C", "H", "H", "H", "C", "C", "H", "C", "C", "H", "C", "H", "N", "C", "H", "H", "C", "O", "H", "H", "C", "H", "H", "C", "N", "C", "N", "H", "H", "C", "H", "H", "H", "C", "C", "H", "H", "C", "O", "H", "H"], "positions_angstrom": [[-5.032, 0.716, 0.266], [-2.301, 1.866, -2.696], [-2.475, -3.643, 0.962], [-3.577, 2.297, -0.063], [-0.483, -3.037, 1.508], [1.776, -2.057, -1.599], [-3.002, -1.336, 1.699], [2.268, -2.966, -1.241], [0.950, 1.798, 1.517], [-2.734, -1.171, 0.531], [-4.232, 2.595, -0.883], [6.604, -0.455, -0.549], [0.397, 1.340, 2.341], [3.061, 0.631, 0.505], [-1.586, -3.228, 0.477], [0.039, -0.464, -0.203], [-3.967, 0.904, 0.453], [4.170, 1.320, 0.995], [4.046, 2.158, 1.664], [-2.012, 1.347, -1.782], [-1.850, 3.313, -0.891], [2.029, -0.961, -0.709], [5.602, -0.167, -0.266], [-3.798, 0.814, 1.528], [-3.868, 0.263, -2.095], [1.651, 0.760, 0.693], [0.302, 3.554, -0.008], [-2.439, -0.781, -2.019], [-3.689, 3.027, 0.739], [5.425, 0.914, 0.603], [-0.834, -2.387, 2.305], [0.404, -2.598, 1.058], [1.075, -0.220, -0.067], [-1.208, 1.946, 0.467], [4.527, -0.867, -0.767], [-3.172, -0.121, -0.196], [1.682, 2.497, 1.918], [-0.964, 1.062, -1.881], [3.256, -0.461, -0.377], [-0.224, -4.003, 1.932], [4.667, -1.700, -1.440], [-1.264, -3.893, -0.328], [-2.904, 0.108, -1.596], [0.002, 2.545, 0.592], [2.150, -1.834, -2.602], [0.703, -2.234, -1.654], [-2.139, 2.304, -0.581], [-1.954, -2.018, -0.189], [-1.375, 1.083, 0.958], [6.296, 1.436, 0.970]], "mulliken_charge": [0.362, 0.443, 0.421, -0.882, -0.945, -1.041, -0.672, 0.353, -0.854, 0.864, 0.402, 0.388, 0.269, 0.596, -0.475, 0.858, -0.953, -0.547, 0.369, -0.617, 0.608, 0.297, -0.601, 0.397, 0.468, 0.567, -0.686, 0.308, 0.404, -0.779, 0.291, 0.131, -0.667, -0.048, -0.741, 0.107, 0.417, 0.232, -0.382, 0.448, 0.434, 0.347, -0.840, 0.632, 0.390, 0.236, -0.369, -0.406, 0.065, 0.402]}



{"formula": "C32H55F2IN4O10P", "method": "the ωB97M-V functional and the def2-TZVPD basis", "gap_ev": 6.00, "molar_mass_da": 851.7, "spin_multiplicity": 1, "total_charge": 1, "symbols": ["O", "C", "I", "O", "C", "C", "H", "C", "H", "C", "N", "C", "H", "C", "O", "H", "H", "C", "C", "C", "C", "O", "H", "H", "C", "C", "H", "F", "H", "C", "P", "H", "C", "C", "C", "H", "C", "H", "H", "H", "H", "H", "C", "O", "H", "H", "C", "H", "H", "H", "H", "H", "C", "C", "O", "H", "C", "H", "C", "H", "H", "H", "C", "H", "H", "C", "H", "F", "H", "H", "N", "N", "O", "H", "H", "H", "H", "H", "H", "H", "C", "H", "H", "N", "H", "H", "C", "H", "C", "C", "H", "H", "H", "H", "O", "H", "H", "O", "C", "H", "C", "H", "O", "H", "H"], "positions_angstrom": [[1.366, 1.901, 3.158], [-9.185, 0.205, -7.516], [-1.382, 1.424, 0.990], [3.144, -8.437, 3.873], [-8.613, -0.935, -6.706], [3.592, 1.281, 3.681], [-7.327, 4.261, -1.303], [-0.363, 3.739, -1.479], [2.593, -2.099, 6.594], [7.183, 1.907, 6.822], [-2.905, 3.832, -2.497], [1.255, -8.149, 2.473], [2.415, 0.556, 2.012], [3.523, -7.605, 2.770], [4.941, 1.255, 7.223], [-9.509, 1.637, -5.921], [-6.301, 1.141, -2.995], [2.263, -4.115, 4.449], [3.325, -4.575, 5.425], [2.602, 1.490, 2.554], [2.498, -7.830, 1.677], [1.570, -3.024, 5.071], [2.705, 0.999, -8.691], [-0.109, 4.758, -1.950], [-2.904, 6.144, -3.119], [6.535, 2.937, 7.716], [4.538, -7.855, 2.452], [-0.566, 5.409, -4.387], [-0.035, 3.746, -0.373], [-3.851, 2.231, -0.830], [-5.918, 3.380, -2.860], [-7.010, -0.763, -5.234], [1.946, -2.973, 6.456], [0.486, 2.553, -2.210], [1.855, 0.475, -8.243], [0.547, 1.506, -9.660], [-8.772, 1.412, -6.699], [-8.706, 0.238, -8.500], [1.538, 2.665, 5.058], [8.215, 1.675, 7.094], [-8.631, 2.305, -7.313], [6.229, 0.087, 6.088], [1.455, 1.686, 4.575], [-6.770, 1.906, -2.550], [-9.277, -1.163, -5.865], [3.128, 1.003, 5.804], [-1.667, 4.453, -4.445], [1.908, -0.579, -8.527], [3.404, -4.157, 7.575], [1.220, -8.828, 4.547], [2.451, -0.216, 4.710], [0.798, -7.221, 2.835], [-1.916, 3.329, -1.550], [2.693, 0.848, 4.815], [-6.655, 4.640, -1.923], [0.543, 1.198, 4.931], [6.251, 0.723, 6.977], [4.370, 0.556, 3.435], [-7.318, -0.338, -6.193], [-10.265, 0.140, -7.664], [6.530, 0.109, 7.840], [-8.461, -1.850, -7.281], [0.382, 2.186, -7.583], [0.502, -8.704, 1.910], [3.590, -5.627, 5.303], [5.061, 2.657, 7.505], [1.055, -2.848, 7.075], [-2.560, 6.653, -1.822], [2.932, 2.248, 1.839], [4.671, 3.207, 6.642], [-5.873, 3.745, -4.411], [-2.387, 2.376, -0.530], [-7.538, 1.072, -6.050], [6.806, 2.745, 8.760], [-6.504, -0.478, -6.914], [4.077, 2.231, 3.934], [1.359, 0.668, -3.531], [1.975, -5.047, 7.023], [2.783, -8.697, 1.071], [3.512, -6.565, 3.116], [1.819, -8.936, 3.639], [-0.272, 0.389, -8.556], [-0.648, 2.518, -7.445], [-2.820, 4.723, -3.548], [1.900, -10.001, 3.398], [2.683, -3.788, 3.495], [0.953, 1.504, -6.357], [-6.408, 2.977, -4.885], [1.118, 1.625, -2.919], [-4.174, 3.160, -2.081], [6.812, 3.966, 7.475], [1.389, 2.211, -5.647], [7.173, 2.258, 5.784], [1.533, -4.909, 4.256], [-1.536, 3.459, -5.210], [4.234, -3.976, 5.298], [2.387, -6.971, 1.013], [-3.362, 6.995, -3.956], [2.687, -4.259, 6.757], [0.188, 0.915, -5.838], [0.541, 1.118, -8.640], [4.457, 2.908, 8.380], [1.963, 0.598, -6.818], [0.991, 3.059, -7.843], [-4.646, 1.610, -0.282]], "mulliken_charge": [-0.356, -0.570, 0.483, -0.414, -0.534, -0.586, 0.334, -0.621, 0.029, -0.550, 0.508, -0.429, 0.283, -0.061, -0.354, 0.305, 0.357, -0.167, -0.396, -0.489, -0.530, -0.460, 0.284, 0.292, 0.527, -0.551, 0.328, -0.233, 0.346, -0.389, 0.790, 0.237, -0.225, 0.060, -0.527, 0.355, -0.470, 0.271, 0.278, 0.342, 0.293, 0.236, -0.644, -0.514, 0.264, 0.228, 0.345, 0.285, 0.345, 0.268, -0.092, 0.173, 0.282, 0.205, -0.500, 0.285, -0.362, 0.364, -0.452, 0.325, 0.278, 0.340, -0.365, 0.334, 0.296, -0.404, 0.330, -0.195, 0.322, 0.216, -0.697, -0.274, -0.296, 0.263, 0.287, 0.182, 0.376, 0.270, 0.260, -0.100, -0.424, 0.264, 0.256, -0.017, 0.291, 0.322, -0.290, 0.250, -0.459, 0.363, 0.326, 0.265, 0.256, 0.089, -0.397, 0.223, 0.315, -0.422, -0.623, 0.178, -0.562, 0.304, -0.425, 0.273, 0.391]}



{"formula": "C6H13N2O", "method": "the ωB97M-V functional and the def2-TZVPD basis", "gap_ev": [8.72, 8.76], "molar_mass_da": 129.2, "spin_multiplicity": 1, "total_charge": 1, "symbols": ["N", "C", "N", "O", "H", "H", "C", "H", "H", "H", "C", "H", "H", "H", "H", "C", "H", "H", "C", "H", "C", "H"], "positions_angstrom": [[1.230, -0.487, -0.606], [-0.934, -0.869, 0.351], [-0.569, 0.593, 0.268], [1.216, 3.096, 0.151], [0.365, 0.982, 2.273], [3.216, -1.277, -0.449], [2.588, -0.704, -1.015], [-0.283, -2.142, -1.206], [-1.992, -1.164, -0.135], [2.517, -1.198, -2.055], [0.762, 0.641, -0.240], [0.855, -2.270, 0.211], [-0.575, 2.252, 1.761], [3.202, 0.298, -0.934], [-1.542, 0.824, -1.436], [-0.525, 1.074, 1.676], [-0.813, 2.258, -0.652], [-2.529, 1.565, -0.120], [0.261, -1.629, -0.313], [-0.961, -1.306, 1.283], [-1.456, 1.459, -0.544], [-1.446, 0.727, 2.267]], "mulliken_charge": [0.257, -0.558, 0.372, -0.155, 0.360, 0.401, -0.857, 0.270, 0.392, 0.333, -0.531, 0.499, 0.351, 0.311, 0.398, -0.880, 0.467, 0.313, -0.598, 0.304, -0.826, 0.378]}



{"formula": "C27H63N9O9", "method": "the ωB97M-V functional and the def2-TZVPD basis", "smiles": "CN(C)C=O.CN(C)C=O.CN(C)C=O.CN(C)C=O.CN(C)C=O.CN(C)C=O.CN(C)C=O.CN(C)C=O.CN(C)C=O", "gap_ev": 9.24, "molar_mass_da": 657.9, "spin_multiplicity": 1, "symbols": ["C", "C", "H", "C", "C", "H", "H", "C", "C", "H", "H", "H", "H", "H", "C", "H", "H", "H", "C", "H", "C", "N", "H", "H", "O", "H", "H", "H", "N", "H", "O", "C", "H", "H", "C", "H", "H", "H", "H", "H", "C", "C", "H", "C", "H", "H", "H", "H", "H", "H", "C", "N", "H", "H", "H", "H", "H", "N", "H", "C", "C", "C", "C", "H", "H", "O", "H", "O", "N", "O", "H", "H", "H", "H", "O", "C", "H", "H", "O", "C", "H", "C", "H", "N", "N", "H", "N", "C", "H", "N", "O", "H", "H", "H", "H", "O", "H", "C", "H", "C", "H", "C", "H", "C", "H", "H", "H", "H"], "positions_angstrom": [[-6.343, 6.040, 1.718], [0.659, -0.420, 8.331], [-6.975, -4.284, -0.872], [-5.974, 8.429, 1.082], [9.748, 6.607, -2.724], [7.542, 5.614, -2.780], [-0.026, 2.399, 7.609], [-4.094, -10.053, -3.686], [0.423, -0.803, -1.224], [-6.156, 5.555, 2.676], [10.598, 7.203, -2.393], [-3.931, -8.250, -5.716], [1.296, -0.867, 7.568], [-2.226, -8.585, -5.990], [9.105, -3.382, -0.804], [-3.769, 6.032, 1.998], [7.761, 8.509, -0.664], [8.277, -1.433, -2.479], [1.170, 1.481, -0.732], [-7.319, -6.006, -1.486], [1.351, 1.239, 10.045], [-2.956, -9.446, -4.162], [10.193, -3.401, -0.863], [-3.515, 7.454, 0.982], [1.705, 2.386, 10.297], [-0.301, -0.305, 7.828], [7.393, 2.338, -8.877], [-3.918, -10.767, -2.866], [8.618, 7.168, -2.033], [3.841, 2.514, -7.657], [-5.545, -5.871, 2.095], [8.763, 8.299, -1.036], [-6.164, 5.314, 0.924], [-0.521, 0.634, 1.341], [-8.339, -1.147, 5.911], [-10.194, -2.703, 6.518], [7.752, 3.796, -7.990], [1.528, 1.767, 0.257], [-1.554, -0.353, 0.112], [5.939, 4.926, -9.015], [8.688, -1.035, -1.552], [-9.048, -1.185, 3.712], [-8.519, -5.019, -0.610], [-5.867, -5.560, 0.941], [-8.437, -0.063, 5.960], [-1.499, 1.405, 0.072], [0.525, -1.105, 9.168], [-7.756, -7.110, 2.061], [1.967, 1.299, -1.453], [9.755, 6.606, -3.814], [5.268, 4.066, -9.006], [1.031, 0.920, 8.770], [8.151, -0.090, -1.465], [8.418, -2.648, 1.459], [-5.231, 9.221, 1.262], [1.269, 1.567, 6.716], [-8.104, -1.491, 3.261], [5.742, 3.104, -7.987], [1.164, 0.478, 10.818], [0.961, 1.945, 7.691], [7.406, 6.477, -2.109], [-8.092, -6.701, 1.108], [-0.932, 0.513, 0.339], [8.628, -4.138, -0.181], [9.706, -0.678, -1.708], [5.215, 1.388, -6.661], [4.280, 4.410, -8.701], [8.193, -0.615, 1.140], [-9.278, -1.667, 5.044], [-0.356, -1.703, -1.434], [-1.255, -9.071, -3.025], [-2.654, -7.478, -4.810], [9.332, 7.874, -0.209], [-7.381, 6.371, 1.698], [-5.192, -9.807, -4.179], [8.435, -1.782, 0.779], [9.851, 5.552, -2.472], [-8.459, -1.424, 6.958], [6.349, 6.973, -1.785], [-2.980, -8.435, -5.217], [1.703, 2.693, 7.971], [-10.144, -2.607, 5.423], [7.479, 2.286, -7.092], [-5.493, 7.243, 1.572], [8.654, -2.048, -0.482], [-8.897, -5.976, 1.228], [0.206, 0.398, -0.605], [-1.650, -9.833, -3.697], [5.346, 3.733, -10.041], [-7.067, -5.817, 0.477], [-10.886, -3.119, 4.619], [-7.312, -1.333, 5.596], [-8.949, -0.116, 3.900], [-1.032, -10.064, -4.565], [8.786, -3.710, -1.794], [-7.100, 8.625, 0.666], [-1.578, -10.797, -3.194], [-7.459, -5.248, -0.715], [-5.211, -4.923, 0.327], [4.873, 2.298, -7.343], [-9.855, -1.442, 3.025], [7.169, 2.875, -7.955], [9.186, 9.233, -1.408], [-4.068, 7.068, 1.839], [-8.304, -7.550, 0.458], [1.476, -0.818, -1.543], [0.753, 2.356, -1.229], [-3.758, 7.600, 2.738]], "mulliken_charge": [-0.951, -0.877, 0.401, 0.047, -0.928, 0.326, 0.296, 0.149, 0.143, 0.355, 0.360, 0.295, 0.290, 0.303, -0.994, 0.357, 0.327, 0.320, -0.886, 0.295, 0.195, 0.107, 0.321, 0.372, -0.599, 0.336, 0.349, 0.328, 0.052, 0.297, -0.639, -0.910, 0.314, 0.284, -0.959, 0.261, 0.289, 0.307, 0.313, 0.292, -0.900, -0.868, 0.293, 0.151, 0.340, 0.298, 0.279, 0.291, 0.317, 0.268, -0.911, 0.071, 0.311, 0.296, 0.357, 0.335, 0.298, 0.050, 0.280, -0.936, 0.075, -0.850, -0.892, 0.360, 0.328, -0.557, 0.350, -0.627, 0.075, -0.571, 0.316, 0.336, 0.353, 0.333, -0.597, 0.182, 0.345, 0.306, -0.565, -0.895, 0.329, 0.221, 0.290, 0.081, 0.095, 0.345, 0.089, -1.020, 0.301, 0.088, -0.585, 0.313, 0.312, 0.329, 0.308, -0.565, 0.350, -0.981, 0.313, 0.159, 0.285, -0.911, 0.297, -0.998, 0.292, 0.292, 0.305, 0.300]}



{"formula": "C5H7CsFO3", "method": "the ωB97M-V functional and the def2-TZVPD basis", "gap_ev": [6.62, 6.57], "molar_mass_da": 267.0, "spin_multiplicity": 2, "symbols": ["H", "C", "C", "Cs", "C", "O", "H", "O", "O", "H", "F", "H", "H", "H", "C", "C", "H"], "positions_angstrom": [[0.963, 1.995, 1.336], [-2.647, 1.358, -0.828], [2.000, 0.575, -0.664], [-0.838, -1.931, 1.253], [0.840, 2.440, 0.341], [1.300, -0.189, 0.054], [-3.903, -0.384, -0.566], [3.028, 0.280, -1.269], [1.688, 1.912, -0.656], [-2.979, 2.401, -0.908], [-0.719, 3.351, -1.076], [-2.192, 0.950, -1.739], [-4.204, 1.028, 0.644], [1.184, 3.474, 0.503], [-0.610, 2.442, -0.057], [-3.633, 0.606, -0.188], [-1.238, 2.681, 0.813]], "mulliken_charge": [0.328, -0.460, 0.495, 0.982, -0.490, -0.672, 0.352, -0.680, -0.324, 0.307, -0.257, 0.285, 0.224, 0.323, 0.034, -0.730, 0.282]}



{"formula": "C5H12N3O", "method": "the ωB97M-V functional and the def2-TZVPD basis", "smiles": "C=N/C(=N/[NH+](C)C)OC", "gap_ev": 8.79, "molar_mass_da": 130.2, "spin_multiplicity": 1, "total_charge": 1, "symbols": ["H", "C", "H", "N", "H", "O", "C", "H", "C", "H", "C", "H", "H", "H", "H", "H", "N", "C", "H", "H", "N"], "positions_angstrom": [[2.099, 2.083, -1.973], [2.031, 0.529, 2.602], [2.880, 0.087, 3.022], [-0.623, -0.392, 0.789], [-1.352, 0.407, -0.925], [0.933, 0.907, -0.683], [-0.830, -1.621, -1.325], [-2.947, -1.937, -0.353], [1.957, 1.859, -0.921], [1.676, 2.776, -0.275], [0.768, 0.394, 0.531], [1.428, 1.139, 3.266], [-1.649, -1.603, -2.037], [-2.792, -0.792, 0.990], [-3.484, -0.260, -0.605], [0.056, -1.376, -1.833], [1.747, 0.215, 1.399], [-2.764, -0.858, -0.087], [-0.820, -2.603, -0.698], [3.025, 1.531, -0.438], [-1.340, -0.484, -0.445]], "mulliken_charge": [0.269, -0.181, 0.294, -0.741, 0.370, -0.305, -0.886, 0.323, -0.657, 0.308, 0.510, 0.280, 0.459, 0.332, 0.312, 0.346, -0.216, -0.753, 0.272, 0.275, 0.390]}



| no. | DFT total energy (eV) |
| --- | --- |
| 1 | -30723.2343 |
| 2 | -83317.5093 |
| 3 | -11444.6906 |
| 4 | -60855.4195 |
| 5 | -14702.5062 |
| 6 | -11886.3458 |